This record from the Open Molecules 2025 dataset describes a cluster of 7 separate species, C25H50NO26S6 in total. The level of theory is ωB97M-V/def2-TZVPD.

Calculated values
- Largest force on an atom: 0.968 eV/A
- Highest occupied orbital energy: -12.15 eV
- Charge: +1
- Frontier orbital gap: 7.63 eV

```
108
Properties=species:S:1:pos:R:3:lowdin_charge:R:1
C 2.7002 -1.2961 -0.4550 -0.05
C 2.8829 -0.3028 -1.5866 -0.22
O 3.3092 0.9501 -1.0229 -0.18
C 3.7486 1.8789 -1.9719 -0.15
C 2.7483 3.0229 -2.1739 -0.16
C 3.3118 4.3869 -1.7146 -0.06
N 2.0729 5.1848 -1.7320 0.14
C 1.0584 4.4438 -1.4957 0.12
C 1.4959 3.0191 -1.2899 -0.28
O 0.5626 2.0715 -1.6456 -0.06
C -0.6853 2.1820 -0.9524 -0.18
C -1.2537 0.8315 -0.5829 -0.28
C -0.2971 0.0841 0.3521 -0.03
C -1.7402 -0.0155 -1.8100 -0.35
C -1.7760 0.7454 -3.1326 -0.07
C -0.9980 -1.3399 -1.9786 -0.05
H 2.3508 -0.7639 0.4274 0.05
H 1.9253 -2.0091 -0.7222 0.08
H 3.6224 -1.8180 -0.2301 0.09
H 3.6498 -0.6717 -2.2624 0.10
H 1.9477 -0.1191 -2.1136 0.11
H 3.9548 1.4275 -2.9413 0.13
H 4.6983 2.3011 -1.6346 0.13
H 2.4717 3.1631 -3.2173 0.17
H 3.6433 4.2718 -0.6822 0.14
H 4.1080 4.8291 -2.2974 0.15
H 2.0460 6.1732 -1.9491 0.19
H 0.0410 4.8054 -1.5095 0.17
H 1.8631 2.8957 -0.2585 0.19
H -0.5542 2.7639 -0.0339 0.13
H -1.4084 2.7253 -1.5623 0.12
H -2.1384 1.0625 0.0113 0.14
H 0.6172 -0.2172 -0.1431 0.04
H -0.0759 0.7247 1.2053 0.09
H -0.8339 -0.7689 0.7545 0.07
H -2.7737 -0.2843 -1.5885 0.12
H -2.1528 0.0751 -3.9019 0.08
H -0.7882 1.0612 -3.4578 0.08
H -2.4609 1.5887 -3.0993 0.08
H -1.2078 -2.0038 -1.1437 0.08
H -1.3525 -1.8503 -2.8700 0.09
H 0.0792 -1.2061 -2.0567 0.06
C 4.8133 1.1653 1.7490 -0.15
C 4.2936 2.3287 2.5738 -0.16
O 3.1232 1.8062 3.2153 -0.19
S 3.3452 0.2511 3.5506 0.59
O 3.7769 0.1298 4.8931 -0.20
O 2.2391 -0.4722 3.0478 -0.22
O 4.6090 0.0293 2.5959 -0.18
H 4.2432 1.0253 0.8256 0.10
H 5.8715 1.2513 1.5177 0.14
H 4.0128 3.1883 1.9700 0.12
H 5.0095 2.6380 3.3374 0.14
C -0.3644 -2.5634 3.4714 -0.15
C -0.7964 -3.7365 4.3218 -0.14
O -2.1985 -3.8864 4.0106 -0.18
S -2.4566 -3.5028 2.4901 0.58
O -2.4981 -4.6660 1.6844 -0.21
O -3.5146 -2.5546 2.4414 -0.24
O -1.0760 -2.7547 2.2310 -0.21
H -0.6735 -1.6105 3.9042 0.14
H 0.7033 -2.5506 3.2795 0.09
H -0.6823 -3.5544 5.3854 0.14
H -0.2732 -4.6523 4.0444 0.14
C 3.3463 -4.2332 -3.9610 -0.15
C 4.6951 -4.1048 -4.6396 -0.15
O 4.4523 -3.1819 -5.7144 -0.18
S 3.3565 -2.1132 -5.2802 0.59
O 3.9967 -0.9299 -4.8190 -0.24
O 2.3504 -2.0626 -6.2707 -0.20
O 2.8128 -2.8964 -3.9952 -0.21
H 2.6748 -4.8918 -4.5126 0.14
H 3.4214 -4.5621 -2.9287 0.14
H 5.0558 -5.0424 -5.0503 0.14
H 5.4466 -3.6784 -3.9727 0.13
C -6.4409 -1.3999 -0.1508 -0.15
C -6.5444 -1.5747 1.3483 -0.14
O -7.0671 -0.3121 1.8041 -0.18
S -8.0546 0.2926 0.7104 0.59
O -9.3987 -0.0021 1.0370 -0.20
O -7.6462 1.6298 0.4555 -0.24
O -7.6117 -0.6445 -0.5020 -0.18
H -5.5585 -0.8195 -0.4273 0.13
H -6.4441 -2.3428 -0.6890 0.14
H -5.5819 -1.7634 1.8099 0.10
H -7.2491 -2.3638 1.6154 0.14
C -8.2279 4.3089 -1.0013 -0.17
C -7.5879 5.6405 -0.6735 -0.16
O -7.3774 6.2491 -1.9555 -0.20
S -8.5586 5.8299 -2.9533 0.59
O -9.5399 6.8501 -2.9831 -0.21
O -7.9677 5.3443 -4.1456 -0.22
O -9.1204 4.6133 -2.0869 -0.18
H -7.4959 3.5783 -1.3437 0.12
H -8.7904 3.8931 -0.1727 0.13
H -6.6338 5.5353 -0.1656 0.13
H -8.2520 6.2763 -0.0851 0.13
C 5.8918 -3.0761 5.0791 -0.15
C 5.5708 -4.2371 5.9985 -0.15
O 4.1832 -4.5056 5.7362 -0.18
S 3.8541 -4.2185 4.2049 0.59
O 3.8901 -5.4233 3.4642 -0.20
O 2.7364 -3.3464 4.1447 -0.23
O 5.1721 -3.3808 3.8712 -0.19
H 5.5237 -2.1284 5.4762 0.13
H 6.9510 -2.9984 4.8523 0.14
H 5.6937 -3.9935 7.0490 0.14
H 6.1539 -5.1257 5.7519 0.14
```


This record from the Open Molecules 2025 dataset describes a cluster of 10 separate species, C25H50O35S5 in total at a distorted geometry. The level of theory is ωB97M-V/def2-TZVPD.

Calculated values
- Largest force on an atom: 5.248 eV/A
- Highest occupied orbital energy: -10.52 eV
- Charge: 0
- Structure (SMILES): O=S1(=O)OCCO1.O=S1(=O)OCCO1.O=S1(=O)OCCO1.O=S1(=O)OCCO1.O=S1(=O)OCCO1.COC(=O)OC.COC(=O)OC.COC(=O)OC.COC(=O)OC.COC(=O)OC
- Frontier orbital gap: 10.44 eV

```
115
Properties=species:S:1:pos:R:3:lowdin_charge:R:1
O 1.7577 -4.7189 -0.6074 -0.25
S 2.4007 -5.8616 -1.2858 0.73
O 3.4512 -6.7111 -0.6844 -0.24
O 1.2833 -6.8672 -1.8793 -0.20
C 1.7288 -7.3133 -3.1775 -0.14
C 2.9875 -6.4754 -3.6515 -0.16
O 2.8919 -5.3997 -2.7651 -0.22
H 1.9633 -8.3761 -3.1192 0.13
H 0.8789 -7.1463 -3.8391 0.12
H 2.9890 -6.1875 -4.7028 0.13
H 3.9078 -7.0538 -3.5702 0.12
O -1.7105 6.1720 -7.8293 -0.25
S -1.6391 6.3593 -6.3787 0.75
O -1.2133 7.6410 -5.8751 -0.24
O -3.0773 5.8766 -5.7048 -0.19
C -2.8106 5.2281 -4.4425 -0.15
C -1.4824 4.4807 -4.5612 -0.19
O -0.7760 5.1185 -5.6001 -0.20
H -2.6510 5.9247 -3.6195 0.12
H -3.6708 4.6166 -4.1700 0.14
H -1.4465 3.4117 -4.7711 0.10
H -0.8546 4.6034 -3.6786 0.12
O -2.2084 -3.7627 2.1247 -0.23
S -1.9750 -3.2136 3.4628 0.76
O -0.9994 -3.7852 4.4110 -0.25
O -1.8955 -1.5674 3.4669 -0.22
C -2.3080 -1.0754 4.6809 -0.21
C -3.5808 -1.8453 5.0235 -0.15
O -3.3881 -3.0886 4.3483 -0.21
H -1.4910 -1.2757 5.3741 0.13
H -2.5100 -0.0147 4.5318 0.14
H -4.4997 -1.2817 4.8619 0.11
H -3.4915 -2.0300 6.0940 0.13
O -1.5966 0.9585 -4.5031 -0.25
S -2.7913 0.8521 -3.6487 0.74
O -2.8899 1.8165 -2.5648 -0.23
O -4.1231 0.6616 -4.5653 -0.21
C -4.4333 -0.6455 -5.0041 -0.14
C -3.4692 -1.5460 -4.1184 -0.18
O -2.9439 -0.7247 -3.1006 -0.20
H -5.4691 -0.9423 -4.8397 0.12
H -4.3000 -0.8176 -6.0721 0.13
H -2.6585 -1.9437 -4.7289 0.12
H -4.0186 -2.4276 -3.7880 0.13
O 6.1129 3.4082 3.2242 -0.26
S 6.1613 1.9850 2.8323 0.78
O 6.9772 1.4626 1.6972 -0.26
O 6.1747 0.9892 4.1724 -0.21
C 4.9431 0.4044 4.4520 -0.18
C 4.1073 0.4696 3.1404 -0.17
O 4.6091 1.6042 2.4890 -0.23
H 5.0992 -0.5727 4.9093 0.10
H 4.5627 1.0781 5.2198 0.13
H 3.0672 0.5678 3.4516 0.13
H 4.1366 -0.4468 2.5509 0.11
C -6.6002 0.5473 3.7404 -0.06
O -5.8190 -0.0677 2.7445 0.00
C -5.2086 0.6285 1.8067 -0.57
O -5.3181 1.8809 1.6010 0.07
O -4.3869 -0.2037 1.2549 0.03
C -3.2704 0.2090 0.4825 -0.01
H -7.5106 0.9663 3.3118 0.09
H -6.2093 1.4345 4.2386 0.10
H -6.9385 -0.2263 4.4298 0.10
H -3.6019 0.6991 -0.4329 0.08
H -2.7953 -0.7059 0.1284 0.10
H -2.4554 0.8146 0.8790 0.10
C 2.9405 -2.1896 -2.9436 -0.01
O 3.4568 -1.1035 -2.0861 -0.05
C 4.0511 -1.4733 -0.8920 -0.54
O 3.9620 -2.6347 -0.5151 0.09
O 4.5911 -0.4342 -0.2633 0.02
C 4.2438 0.9464 -0.5833 0.00
H 2.0693 -2.7135 -2.5503 0.08
H 3.7659 -2.9000 -2.9902 0.08
H 2.6883 -1.6955 -3.8819 0.09
H 3.1930 1.2285 -0.5175 0.09
H 4.5800 1.2398 -1.5778 0.10
H 4.8124 1.5948 0.0833 0.07
C -0.9671 6.5414 -0.9057 0.01
O -1.9770 5.5114 -0.9948 -0.02
C -3.2011 5.8031 -0.7637 -0.64
O -3.7357 6.9056 -0.6654 0.11
O -3.7655 4.5959 -0.6780 -0.01
C -5.1569 4.4141 -0.4329 -0.04
H -1.3285 7.5683 -0.9596 0.10
H -0.3639 6.3344 -1.7897 0.09
H -0.4111 6.3289 0.0075 0.10
H -5.8191 5.2165 -0.7582 0.09
H -5.2663 4.4467 0.6511 0.09
H -5.5748 3.4947 -0.8429 0.09
C 6.3436 -3.3281 5.4305 -0.04
O 5.4537 -4.0966 4.6108 -0.01
C 4.4394 -3.5845 3.8749 -0.58
O 3.8821 -2.4897 4.1027 0.07
O 4.1327 -4.4859 3.0389 0.06
C 3.1346 -4.2318 2.0626 -0.02
H 6.9118 -4.0073 6.0660 0.09
H 5.7884 -2.6663 6.0952 0.09
H 7.0994 -2.8056 4.8440 0.10
H 3.1914 -3.3179 1.4713 0.06
H 2.2113 -4.1383 2.6342 0.11
H 3.1261 -5.0608 1.3549 0.07
C 0.8995 -1.2961 0.9681 0.00
O 0.6738 -0.2201 0.0946 0.00
C 0.3217 0.9483 0.5679 -0.62
O 0.0990 1.3469 1.6879 0.13
O 0.3903 1.6633 -0.5672 -0.01
C -0.1997 2.9241 -0.6660 -0.06
H 1.7166 -1.0880 1.6588 0.10
H 0.9696 -2.2174 0.3898 0.10
H -0.0261 -1.2935 1.5438 0.08
H 0.5566 3.5331 -1.1611 0.10
H -0.5706 3.3746 0.2547 0.10
H -1.0362 2.9624 -1.3638 0.06
```